Entry 1:
A 2-piece molecular cluster, C17H21F4O5S overall in a non-equilibrium geometry. Source: the Open Molecules 2025 dataset; level of theory: wB97M-V/def2-TZVPD.

Summary:
net charge = -1
LUMO = 2.85 eV
frontier orbital gap = 6.2 eV
M = 413.4 g mol⁻¹

The geometry in XYZ format:
```
48
C17H21F4O5S (wB97M-V/def2-TZVPD)
C -2.731 3.862 -0.268
C -1.902 2.607 -0.139
O -0.563 3.041 0.213
C 0.372 2.079 0.103
C 1.645 2.622 0.466
F 1.687 3.963 0.591
C 2.935 2.013 0.213
O 3.094 0.809 0.067
O 3.902 2.950 0.194
C 5.230 2.516 -0.167
C 6.085 3.752 -0.300
O 0.123 0.932 -0.263
H -3.785 3.617 -0.429
H -2.662 4.457 0.647
H -2.368 4.464 -1.107
H -2.274 1.960 0.667
H -1.894 2.056 -1.094
H 5.617 1.872 0.627
H 5.205 1.980 -1.130
H 7.135 3.497 -0.460
H 5.746 4.372 -1.130
H 6.035 4.356 0.611
C -0.077 -4.043 0.371
C -0.450 -2.614 0.019
C 0.679 -1.969 -0.762
C -1.831 -2.578 -0.661
C -2.963 -2.179 0.052
C -4.230 -2.192 -0.558
C -4.369 -2.641 -1.871
C -3.246 -3.097 -2.573
C -1.987 -3.059 -1.961
O -0.674 -2.028 1.320
S -0.254 -0.504 1.878
C -0.549 -1.122 3.564
F 0.023 -2.347 3.704
F -0.012 -0.259 4.467
F -1.883 -1.264 3.832
H 0.122 -4.657 -0.515
H 0.813 -4.014 1.009
H -0.888 -4.501 0.950
H 0.889 -2.547 -1.677
H 0.449 -0.944 -1.077
H 1.590 -1.935 -0.159
H -2.875 -1.870 1.093
H -5.082 -1.856 0.034
H -5.357 -2.654 -2.325
H -3.362 -3.479 -3.578
H -1.107 -3.427 -2.489
```

Atomic charges from the natural (NBO) analysis, expressed in e, are listed below: atom 1 (C): -0.62, atom 2 (C): -0.07, atom 3 (O): -0.53, atom 4 (C): 0.68, atom 5 (C): -0.04, atom 6 (F): -0.36, atom 7 (C): 0.69, atom 8 (O): -0.68, atom 9 (O): -0.53, atom 10 (C): -0.07, atom 11 (C): -0.62, atom 12 (O): -0.75, atom 13 (H): 0.20, atom 14 (H): 0.21, atom 15 (H): 0.20, atom 16 (H): 0.18, atom 17 (H): 0.19, atom 18 (H): 0.18, atom 19 (H): 0.18, atom 20 (H): 0.20, atom 21 (H): 0.21, atom 22 (H): 0.21, atom 23 (C): -0.61, atom 24 (C): 0.24, atom 25 (C): -0.67, atom 26 (C): 0.07, atom 27 (C): -0.24, atom 28 (C): -0.20, atom 29 (C): -0.24, atom 30 (C): -0.22, atom 31 (C): -0.23, atom 32 (O): -0.72, atom 33 (S): 0.58, atom 34 (C): 0.78, atom 35 (F): -0.33, atom 36 (F): -0.33, atom 37 (F): -0.34, atom 38 (H): 0.20, atom 39 (H): 0.22, atom 40 (H): 0.21, atom 41 (H): 0.20, atom 42 (H): 0.28, atom 43 (H): 0.24, atom 44 (H): 0.24, atom 45 (H): 0.21, atom 46 (H): 0.20, atom 47 (H): 0.20, atom 48 (H): 0.21

=====

Entry 2:
A 2-piece molecular cluster, C17H21F9O4S overall. Source: the Open Molecules 2025 dataset; level of theory: wB97M-V/def2-TZVPD.

Summary:
ΔE to the lowest compared entry with this formula, charge and spin = 0.0 kJ/mol
SMILES = O=C1O[C@@H](CCCCC(F)(F)C(F)(F)S(F)(F)(F)(F)F)[C@@H](Cc2ccccc2)O1.CO
LUMO = 0.27 eV
frontier orbital gap = 9.4 eV
M = 492.4 g mol⁻¹

The geometry in XYZ format:
```
52
C17H21F9O4S (wB97M-V/def2-TZVPD)
O -2.770 4.279 -2.371
C -2.154 4.079 -1.374
O -2.666 3.685 -0.184
C -1.640 2.929 0.528
C -2.081 1.481 0.642
C -1.914 0.873 2.059
C -0.662 -0.020 2.202
C -0.984 -1.463 2.596
C -0.053 -2.506 2.006
F -0.558 -3.739 2.239
F 0.038 -2.330 0.660
C 1.386 -2.421 2.596
F 1.985 -1.316 2.120
F 1.282 -2.283 3.926
S 2.542 -3.910 2.295
F 1.672 -4.390 1.061
F 3.455 -3.076 1.293
F 3.461 -3.431 3.499
F 1.660 -4.769 3.287
F 3.486 -5.152 2.091
C -0.354 3.261 -0.289
C 0.411 2.107 -0.939
C -0.190 1.469 -2.176
C -0.518 0.111 -2.178
C -1.048 -0.495 -3.308
C -1.251 0.239 -4.468
C -0.924 1.588 -4.479
C -0.389 2.193 -3.349
O -0.810 4.250 -1.222
H -1.581 3.428 1.496
H -1.536 0.856 -0.059
H -3.130 1.419 0.355
H -1.808 1.708 2.755
H -2.821 0.338 2.335
H -0.033 0.414 2.983
H -0.068 0.019 1.290
H -1.067 -1.598 3.672
H -1.958 -1.735 2.177
H 0.368 3.774 0.348
H 0.578 1.321 -0.208
H 1.401 2.478 -1.212
H -0.357 -0.472 -1.277
H -1.292 -1.550 -3.275
H -1.660 -0.232 -5.352
H -1.083 2.185 -5.368
H -0.131 3.242 -3.389
C 2.628 -1.372 -1.291
O 2.485 -0.122 -0.618
H 2.426 -1.192 -2.343
H 3.642 -1.766 -1.184
H 1.915 -2.110 -0.915
H 2.668 -0.275 0.314
```

Atomic charges from the Mulliken analysis, expressed in e, are listed below: atom 1 (O): -0.52, atom 2 (C): 0.64, atom 3 (O): -0.47, atom 4 (C): 0.21, atom 5 (C): -0.37, atom 6 (C): -1.20, atom 7 (C): 0.37, atom 8 (C): -1.26, atom 9 (C): 0.71, atom 10 (F): -0.33, atom 11 (F): -0.22, atom 12 (C): 0.52, atom 13 (F): -0.25, atom 14 (F): -0.30, atom 15 (S): 1.37, atom 16 (F): -0.30, atom 17 (F): -0.29, atom 18 (F): -0.31, atom 19 (F): -0.29, atom 20 (F): -0.28, atom 21 (C): 0.05, atom 22 (C): -0.32, atom 23 (C): 0.06, atom 24 (C): 0.45, atom 25 (C): -1.10, atom 26 (C): -0.52, atom 27 (C): -0.82, atom 28 (C): -0.13, atom 29 (O): -0.46, atom 30 (H): 0.49, atom 31 (H): -0.26, atom 32 (H): 0.53, atom 33 (H): 0.35, atom 34 (H): 0.49, atom 35 (H): 0.39, atom 36 (H): -0.32, atom 37 (H): 0.28, atom 38 (H): 0.55, atom 39 (H): 0.52, atom 40 (H): -0.63, atom 41 (H): 0.70, atom 42 (H): 0.52, atom 43 (H): 0.42, atom 44 (H): 0.40, atom 45 (H): 0.40, atom 46 (H): 0.47, atom 47 (C): -0.54, atom 48 (O): -0.45, atom 49 (H): 0.31, atom 50 (H): 0.29, atom 51 (H): 0.12, atom 52 (H): 0.29

=====

Entry 3:
C17H21N3O2Rh as an isolated structure in a non-equilibrium geometry. Source: the Open Molecules 2025 dataset; level of theory: wB97M-V/def2-TZVPD.

Summary:
net charge = +1
LUMO = -4.91 eV
frontier orbital gap = 6.7 eV
M = 402.3 g mol⁻¹

The geometry in XYZ format:
```
44
C17H21N3O2Rh (wB97M-V/def2-TZVPD)
Rh -0.829 -0.426 -0.274
C -5.046 0.560 -0.827
C -4.212 1.814 -1.124
C -3.584 2.329 0.150
C -4.403 2.981 1.068
C -3.958 3.297 2.339
C -2.670 2.963 2.728
C -1.806 2.342 1.839
C -0.406 1.979 2.265
C -0.317 0.500 2.632
C -2.264 2.058 0.541
N -1.325 1.506 -0.378
C -1.041 2.015 -1.544
C -0.154 1.291 -2.327
C 0.420 1.421 -3.584
C 1.246 0.303 -3.751
C 1.143 -0.470 -2.598
N 0.333 0.149 -1.719
H -5.380 0.091 -1.752
H -5.922 0.811 -0.227
H -4.455 -0.169 -0.272
H -4.870 2.583 -1.532
H -3.472 1.574 -1.884
H -5.418 3.222 0.776
H -4.620 3.795 3.035
H -2.323 3.205 3.725
H -0.129 2.571 3.137
H 0.307 2.211 1.472
H -1.085 0.218 3.353
H 0.659 0.216 3.021
H -0.518 -0.103 1.725
H -1.446 2.975 -1.849
H 0.246 2.220 -4.287
H 1.865 0.064 -4.599
H 1.662 -1.387 -2.364
N -1.279 -2.577 0.115
C -2.360 -3.006 -0.792
C -2.654 -1.934 -1.808
O -3.309 -2.133 -2.786
O -2.197 -0.704 -1.507
H -0.418 -3.083 -0.065
H -1.504 -2.705 1.094
H -3.280 -3.167 -0.231
H -2.114 -3.920 -1.327
```

Atomic charges from the natural (NBO) analysis, expressed in e, are listed below: atom 1 (Rh): 1.15, atom 2 (C): -0.59, atom 3 (C): -0.44, atom 4 (C): 0.00, atom 5 (C): -0.20, atom 6 (C): -0.16, atom 7 (C): -0.21, atom 8 (C): -0.02, atom 9 (C): -0.43, atom 10 (C): -0.53, atom 11 (C): 0.13, atom 12 (N): -0.44, atom 13 (C): 0.19, atom 14 (C): -0.04, atom 15 (C): -0.16, atom 16 (C): -0.29, atom 17 (C): 0.00, atom 18 (N): -0.39, atom 19 (H): 0.23, atom 20 (H): 0.21, atom 21 (H): 0.19, atom 22 (H): 0.23, atom 23 (H): 0.22, atom 24 (H): 0.23, atom 25 (H): 0.23, atom 26 (H): 0.22, atom 27 (H): 0.24, atom 28 (H): 0.22, atom 29 (H): 0.23, atom 30 (H): 0.24, atom 31 (H): 0.09, atom 32 (H): 0.24, atom 33 (H): 0.24, atom 34 (H): 0.25, atom 35 (H): 0.22, atom 36 (N): -0.85, atom 37 (C): -0.36, atom 38 (C): 0.76, atom 39 (O): -0.52, atom 40 (O): -0.63, atom 41 (H): 0.41, atom 42 (H): 0.41, atom 43 (H): 0.25, atom 44 (H): 0.25

=====

Entry 4:
A single C17H21N3O5 molecule in a non-equilibrium geometry. Source: the Open Molecules 2025 dataset; level of theory: wB97M-V/def2-TZVPD.

Summary:
ΔE to the lowest compared entry with this formula, charge and spin = 97.9 kJ/mol
SMILES = CCC1(CC)NC(=O)N(CC(=O)NCc2ccc3c(c2)OCO3)C1=O
LUMO = 0.77 eV
frontier orbital gap = 8.8 eV
M = 347.4 g mol⁻¹

The geometry in XYZ format:
```
46
C17H21N3O5 (wB97M-V/def2-TZVPD)
C 2.668 0.056 2.400
H 3.052 0.346 3.374
C 3.792 -0.546 1.563
H 4.614 0.167 1.499
H 4.160 -1.460 2.036
C 3.352 -0.872 0.125
N 2.073 -1.550 0.085
C 1.094 -0.812 -0.473
O -0.078 -1.068 -0.588
N 1.708 0.348 -0.964
C 3.027 0.424 -0.619
O 3.769 1.335 -0.880
C 0.923 1.440 -1.481
H 1.617 2.253 -1.713
H 0.392 1.122 -2.382
C -0.044 1.880 -0.372
O 0.334 2.014 0.772
N -1.305 2.107 -0.778
H -1.580 1.880 -1.720
C -2.368 2.415 0.154
C -3.502 1.425 0.076
C -4.811 1.869 0.176
C -5.893 0.993 0.127
C -5.607 -0.340 -0.033
C -4.291 -0.794 -0.138
C -3.220 0.063 -0.084
H -2.210 -0.307 -0.162
O -4.294 -2.154 -0.292
C -5.648 -2.545 -0.276
O -6.466 -1.405 -0.119
H -5.823 -3.241 0.561
H -5.899 -3.050 -1.223
H -6.909 1.341 0.208
H -5.004 2.924 0.301
H -1.912 2.397 1.150
H -2.741 3.427 -0.037
H 1.884 -2.396 0.593
C 4.402 -1.703 -0.638
C 5.775 -1.048 -0.709
H 6.412 -1.606 -1.391
H 6.252 -1.033 0.267
H 5.688 -0.027 -1.071
H 4.479 -2.678 -0.150
H 4.025 -1.868 -1.651
H 2.248 0.939 1.922
H 1.862 -0.659 2.553
```

Atomic charges from the natural (NBO) analysis, expressed in e, are listed below: atom 1 (C): -0.62, atom 2 (H): 0.22, atom 3 (C): -0.40, atom 4 (H): 0.23, atom 5 (H): 0.20, atom 6 (C): 0.04, atom 7 (N): -0.62, atom 8 (C): 0.81, atom 9 (O): -0.64, atom 10 (N): -0.47, atom 11 (C): 0.71, atom 12 (O): -0.59, atom 13 (C): -0.31, atom 14 (H): 0.26, atom 15 (H): 0.21, atom 16 (C): 0.68, atom 17 (O): -0.63, atom 18 (N): -0.60, atom 19 (H): 0.40, atom 20 (C): -0.25, atom 21 (C): -0.04, atom 22 (C): -0.21, atom 23 (C): -0.26, atom 24 (C): 0.22, atom 25 (C): 0.31, atom 26 (C): -0.30, atom 27 (H): 0.26, atom 28 (O): -0.49, atom 29 (C): 0.24, atom 30 (O): -0.48, atom 31 (H): 0.16, atom 32 (H): 0.16, atom 33 (H): 0.23, atom 34 (H): 0.21, atom 35 (H): 0.25, atom 36 (H): 0.20, atom 37 (H): 0.42, atom 38 (C): -0.38, atom 39 (C): -0.62, atom 40 (H): 0.21, atom 41 (H): 0.20, atom 42 (H): 0.24, atom 43 (H): 0.20, atom 44 (H): 0.21, atom 45 (H): 0.24, atom 46 (H): 0.20

=====

Entry 5:
A single C17H21N3O7S molecule in a non-equilibrium geometry. Source: the Open Molecules 2025 dataset; level of theory: wB97M-V/def2-TZVPD.

Summary:
ΔE to the lowest compared entry with this formula, charge and spin = 0.0 kJ/mol
SMILES = CCOc1ccc(S(=O)(=O)NCCC(=O)OCC(=O)Nc2cc(C)on2)cc1
LUMO = 0.63 eV
frontier orbital gap = 9.4 eV
M = 411.4 g mol⁻¹

The geometry in XYZ format:
```
49
C17H21N3O7S (wB97M-V/def2-TZVPD)
C 1.553 4.711 -3.872
C 2.384 5.008 -2.628
O 1.657 4.804 -1.429
C 1.429 3.553 -0.971
C 1.952 2.380 -1.519
C 1.662 1.159 -0.938
C 0.854 1.101 0.179
C 0.321 2.252 0.732
C 0.609 3.472 0.161
H 0.209 4.389 0.565
H -0.324 2.167 1.591
S 0.513 -0.478 0.913
O 0.337 -1.466 -0.106
O -0.515 -0.315 1.911
N 1.973 -0.830 1.675
H 2.232 -1.781 1.444
C 2.039 -0.585 3.098
H 1.872 0.485 3.240
C 1.015 -1.371 3.957
C 0.512 -2.606 3.244
O 1.191 -3.340 2.572
O -0.788 -2.799 3.476
C -1.399 -3.936 2.882
H -2.208 -4.237 3.554
C -1.990 -3.702 1.482
O -2.306 -4.646 0.796
N -2.167 -2.401 1.163
C -2.485 -1.937 -0.096
N -2.599 -0.648 -0.315
O -2.883 -0.501 -1.635
C -2.947 -1.712 -2.219
C -2.710 -2.677 -1.287
H -2.683 -3.738 -1.397
C -3.236 -1.778 -3.673
H -3.528 -2.788 -3.943
H -2.350 -1.500 -4.243
H -4.034 -1.083 -3.927
H -1.813 -1.667 1.776
H -0.673 -4.752 2.794
H 0.151 -0.755 4.196
H 1.490 -1.691 4.887
H 3.057 -0.825 3.413
H 2.046 0.240 -1.350
H 2.584 2.404 -2.392
H 3.310 4.422 -2.623
H 2.648 6.069 -2.602
H 0.660 5.332 -3.875
H 1.245 3.669 -3.897
H 2.137 4.929 -4.762
```

Atomic charges from the natural (NBO) analysis, expressed in e, are listed below: atom 1 (C): -0.64, atom 2 (C): -0.06, atom 3 (O): -0.49, atom 4 (C): 0.32, atom 5 (C): -0.27, atom 6 (C): -0.15, atom 7 (C): -0.38, atom 8 (C): -0.15, atom 9 (C): -0.26, atom 10 (H): 0.23, atom 11 (H): 0.24, atom 12 (S): 2.32, atom 13 (O): -0.93, atom 14 (O): -0.98, atom 15 (N): -0.86, atom 16 (H): 0.43, atom 17 (C): -0.22, atom 18 (H): 0.21, atom 19 (C): -0.53, atom 20 (C): 0.82, atom 21 (O): -0.62, atom 22 (O): -0.51, atom 23 (C): -0.18, atom 24 (H): 0.22, atom 25 (C): 0.67, atom 26 (O): -0.60, atom 27 (N): -0.63, atom 28 (C): 0.32, atom 29 (N): -0.18, atom 30 (O): -0.28, atom 31 (C): 0.34, atom 32 (C): -0.37, atom 33 (H): 0.26, atom 34 (C): -0.66, atom 35 (H): 0.23, atom 36 (H): 0.23, atom 37 (H): 0.23, atom 38 (H): 0.45, atom 39 (H): 0.23, atom 40 (H): 0.25, atom 41 (H): 0.24, atom 42 (H): 0.22, atom 43 (H): 0.24, atom 44 (H): 0.22, atom 45 (H): 0.17, atom 46 (H): 0.20, atom 47 (H): 0.22, atom 48 (H): 0.21, atom 49 (H): 0.22

=====

Among the records above, which one has the lowest frontier orbital gap? C17H21F4O5S